{"formula": "C46H96ClN2O24P5S", "method": "ωB97M-V/def2-TZVPD", "elements": ["C", "C", "O", "O", "C", "C", "C", "C", "C", "C", "C", "C", "C", "N", "O", "S", "O", "O", "O", "C", "C", "C", "C", "N", "C", "C", "C", "C", "C", "C", "C", "O", "P", "O", "Cl", "H", "H", "H", "H", "H", "H", "H", "H", "H", "H", "H", "H", "H", "H", "H", "H", "H", "H", "H", "H", "H", "H", "H", "H", "H", "H", "H", "H", "H", "H", "H", "H", "H", "H", "H", "H", "C", "C", "O", "P", "O", "O", "C", "C", "O", "C", "C", "H", "H", "H", "H", "H", "H", "H", "H", "H", "H", "H", "H", "H", "H", "H", "C", "C", "O", "P", "O", "O", "C", "C", "O", "C", "C", "H", "H", "H", "H", "H", "H", "H", "H", "H", "H", "H", "H", "H", "H", "H", "C", "C", "O", "P", "O", "O", "C", "C", "O", "C", "C", "H", "H", "H", "H", "H", "H", "H", "H", "H", "H", "H", "H", "H", "H", "H", "C", "C", "O", "P", "O", "O", "C", "C", "O", "C", "C", "H", "H", "H", "H", "H", "H", "H", "H", "H", "H", "H", "H", "H", "H", "H"], "xyz": [[6.162166, -4.771522, 2.062218], [5.530514, -3.685164, 1.188479], [4.416083, -3.874957, 0.749457], [6.270728, -2.578022, 0.936066], [5.470758, -1.390730, 0.793842], [6.337553, -0.176092, 0.398232], [5.612369, 1.145774, 0.819842], [5.928148, 1.378907, 2.316952], [4.922815, 2.274325, 3.079775], [3.422880, 1.924406, 2.855246], [2.680433, 3.217783, 2.424180], [1.145354, 3.082514, 2.327799], [0.673127, 2.087727, 1.236937], [0.625719, 0.760524, 1.827495], [1.604139, 1.957301, 0.128967], [0.795868, 1.344173, -1.152390], [0.932432, -0.059187, -1.265007], [1.226527, 2.172556, -2.218283], [-0.701701, 1.643788, -0.602874], [-0.624819, 2.562467, 0.500696], [-1.740480, 2.544442, 1.556713], [-3.147461, 2.192869, 0.931039], [-3.793235, 0.990439, 1.654236], [-5.280406, 1.051072, 1.614573], [-5.802986, -0.192621, 1.027274], [-7.322753, -0.287529, 1.020293], [-7.936096, -0.703354, -0.175523], [-9.318136, -0.847790, -0.230032], [-10.106978, -0.597561, 0.891408], [-9.516433, -0.159381, 2.074405], [-8.127191, -0.019982, 2.118862], [-7.548952, 0.406318, 3.321188], [-0.486049, 4.246375, -0.386366], [-1.115946, 5.324982, 0.706617], [-1.911778, 4.106295, -1.912064], [5.390400, -5.304730, 2.633503], [6.874394, -4.358563, 2.789507], [6.644294, -5.523897, 1.419618], [4.683034, -1.503559, 0.033240], [4.996251, -1.195122, 1.771391], [7.290031, -0.293678, 0.943950], [6.534014, -0.205787, -0.684544], [4.548089, 0.975558, 0.596195], [6.006848, 1.922180, 0.150421], [6.118713, 0.417015, 2.822833], [6.900259, 1.907997, 2.346183], [5.120358, 2.122854, 4.157402], [5.121948, 3.344851, 2.905286], [2.984118, 1.633747, 3.829042], [3.251765, 1.080975, 2.176367], [3.128076, 3.667603, 1.522785], [2.877293, 3.946543, 3.233220], [0.721552, 2.816890, 3.307604], [0.727458, 4.078874, 2.084863], [1.189164, 0.089215, 1.321069], [0.935186, 0.779772, 2.790211], [-1.848348, 3.504304, 2.079303], [-1.572990, 1.787725, 2.339804], [-3.806792, 3.057654, 1.104712], [-3.098823, 2.060605, -0.158744], [-3.445788, 0.036762, 1.222309], [-3.493263, 1.019401, 2.718627], [-5.566521, 1.053067, 2.587157], [-5.445813, -1.045927, 1.653742], [-5.404705, -0.372421, 0.018675], [-7.328277, -0.909835, -1.056954], [-9.803912, -1.196698, -1.145421], [-11.190380, -0.736576, 0.870353], [-10.134808, 0.059232, 2.945749], [-7.778393, -0.274154, 3.966919], [-1.400183, 6.112233, 0.219273], [2.913700, -2.181956, 9.571575], [3.533226, -0.815602, 9.343824], [4.910968, -0.901958, 8.989637], [5.317902, -1.630776, 7.577360], [4.708345, -0.699892, 6.573232], [6.879411, -1.127941, 7.410597], [7.385111, -0.802977, 6.113862], [7.588699, 0.692952, 6.004323], [5.807730, -3.024488, 8.298127], [6.966586, -3.166353, 9.127484], [6.748127, -2.717362, 10.556741], [2.885940, -2.760588, 8.642396], [1.892666, -2.083322, 9.942485], [3.495005, -2.757532, 10.291831], [2.985312, -0.266119, 8.573159], [3.480531, -0.230655, 10.262667], [6.721052, -1.166393, 5.328501], [8.342355, -1.317326, 5.996397], [6.672426, 1.236037, 6.237596], [7.912785, 0.969296, 4.998729], [8.342429, 1.028534, 6.718752], [7.846109, -2.696539, 8.695908], [7.179507, -4.238145, 9.135387], [6.739482, -1.630925, 10.635642], [7.558292, -3.085715, 11.188739], [5.800240, -3.089560, 10.945931], [3.524980, 2.053048, -10.319991], [2.181475, 1.464899, -9.929856], [2.189427, 0.934733, -8.608358], [2.420568, 1.962441, -7.345383], [1.185879, 2.812119, -7.424200], [1.932773, 0.992916, -6.112354], [1.193469, 1.548906, -5.011986], [-0.242862, 1.071509, -5.075616], [3.992044, 1.527881, -7.120641], [4.436424, 0.251818, -6.649801], [4.485475, -0.810238, -7.727920], [3.760593, 2.932052, -9.711325], [3.522069, 2.354923, -11.368336], [4.325674, 1.330060, -10.164738], [1.389340, 2.214038, -10.025453], [1.933758, 0.639663, -10.598725], [1.246588, 2.637502, -5.008616], [1.656479, 1.198514, -4.097159], [-0.694363, 1.304635, -6.041082], [-0.842850, 1.531783, -4.287720], [-0.286361, -0.013443, -4.960031], [3.874879, -0.089628, -5.784397], [5.455157, 0.421318, -6.291689], [3.488225, -1.171770, -7.975552], [5.067415, -1.665614, -7.379403], [4.938808, -0.423868, -8.641222], [-6.708153, -5.983439, 5.567240], [-6.123232, -4.596320, 5.376147], [-4.733043, -4.635952, 5.069230], [-4.256848, -5.335965, 3.661301], [-4.862258, -4.410777, 2.651036], [-2.707871, -4.785285, 3.552351], [-2.166748, -4.429435, 2.275376], [-2.006926, -2.927321, 2.190548], [-3.749199, -6.722779, 4.385756], [-2.615934, -6.837789, 5.251581], [-2.895286, -6.410088, 6.677048], [-6.686181, -6.551204, 4.631539], [-7.743976, -5.920311, 5.903534], [-6.134510, -6.549712, 6.300907], [-6.661382, -4.054547, 4.592569], [-6.225630, -4.024430, 6.299481], [-2.790536, -4.803185, 1.463290], [-1.190697, -4.912786, 2.186619], [-2.949167, -2.418764, 2.398427], [-1.656822, -2.625789, 1.201516], [-1.289849, -2.578185, 2.936038], [-1.737260, -6.337195, 4.854006], [-2.370665, -7.902749, 5.257059], [-2.939762, -5.325178, 6.765373], [-2.095586, -6.760204, 7.332561], [-3.843788, -6.814665, 7.030930], [-4.580557, 4.103828, -5.840144], [-4.844534, 5.066818, -6.983380], [-4.325257, 4.587707, -8.219785], [-4.955413, 3.215504, -8.862775], [-6.359101, 3.642771, -9.164690], [-4.372517, 3.303574, -10.404261], [-5.186426, 2.880080, -11.499262], [-5.625958, 4.083870, -12.306459], [-3.693486, 2.275551, -8.399810], [-2.360347, 2.345704, -8.928416], [-1.522414, 3.447731, -8.320699], [-5.127766, 3.166139, -5.982142], [-4.892925, 4.540589, -4.890279], [-3.521377, 3.852485, -5.780016], [-5.915516, 5.266246, -7.082228], [-4.351475, 6.018743, -6.782413], [-6.045917, 2.304742, -11.154201], [-4.578388, 2.218317, -12.121980], [-6.130110, 4.816532, -11.676419], [-6.301682, 3.789741, -13.111918], [-4.759169, 4.583822, -12.742638], [-2.345263, 2.391006, -10.014316], [-1.902559, 1.387281, -8.668506], [-1.803977, 4.424312, -8.716044], [-0.469379, 3.291416, -8.556916], [-1.636635, 3.479400, -7.237000]], "forces_ev_per_angstrom": [[0.438, 0.341, 0.117], [-0.921, -1.271, -0.097], [0.650, 0.728, 0.218], [-0.297, -0.352, 0.532], [-0.268, 1.114, -0.483], [-0.136, -0.569, 0.326], [0.869, -1.459, -0.217], [0.155, 1.076, -0.464], [0.028, -0.974, 0.636], [-0.073, 0.969, 0.437], [-0.089, -0.246, 0.564], [0.301, 0.949, -1.206], [0.951, -0.176, 0.699], [-0.750, 0.206, 0.173], [-0.617, -0.125, -0.676], [0.782, 0.819, 1.075], [-0.101, -0.310, 0.173], [-0.714, 0.202, -0.149], [0.542, -0.412, -0.318], [-0.307, 0.409, 1.981], [-1.670, -1.165, -0.903], [0.012, 0.547, 0.647], [-0.298, 0.430, -0.095], [0.737, -0.457, -0.338], [-0.314, -0.601, 1.240], [0.479, 0.080, -1.141], [-0.441, 0.256, 0.577], [-0.266, -0.338, -0.254], [-0.004, 0.115, 0.265], [0.136, -0.216, -0.536], [-0.339, 0.161, 0.424], [0.039, -0.520, -0.233], [1.384, 0.825, -0.350], [-0.462, -0.838, -0.425], [-0.126, -0.110, 0.688], [-0.004, 0.366, -0.414], [0.023, -0.134, -0.431], [0.036, 0.368, 0.200], [0.220, -0.318, 0.357], [0.064, -0.117, -0.318], [-0.162, 0.310, -0.348], [0.025, 0.003, 0.369], [0.204, 0.431, 0.166], [-0.362, 0.143, 0.463], [-0.456, 0.289, -0.095], [-0.253, -0.332, 0.049], [0.058, 0.178, -0.381], [-0.162, -0.404, -0.270], [0.162, -0.070, -0.365], [0.233, 0.332, 0.021], [-0.318, -0.381, 0.100], [-0.105, -0.179, -0.326], [0.033, -0.200, -0.398], [0.208, -0.305, 0.187], [-0.217, 0.045, -0.117], [-0.101, -0.051, -0.118], [0.477, -0.107, -0.457], [0.445, 0.174, -0.457], [0.099, -0.328, -0.161], [0.017, -0.140, 0.370], [0.082, 0.289, 0.219], [0.097, -0.092, -0.423], [-0.381, 0.124, -0.234], [-0.091, 0.118, -0.416], [-0.177, 0.361, 0.247], [-0.120, 0.067, 0.267], [0.237, 0.164, 0.252], [0.357, 0.055, -0.156], [0.305, -0.008, -0.148], [0.077, 0.279, 0.116], [0.103, 0.017, 0.194], [0.073, -0.079, -0.080], [-0.339, 0.088, 0.114], [-0.227, -0.612, -0.425], [4.948, 4.602, 3.556], [-1.874, -3.286, -0.895], [-0.298, -0.575, -0.076], [0.118, 0.374, -0.030], [0.024, 0.185, 0.042], [-2.569, -0.391, -2.258], [0.756, -0.661, 0.520], [-0.160, 0.478, -0.030], [-0.068, 0.019, 0.015], [0.005, 0.014, -0.048], [-0.023, 0.045, 0.033], [0.062, -0.019, -0.030], [0.176, 0.022, -0.037], [-0.063, 0.060, 0.052], [-0.030, -0.056, 0.101], [-0.093, -0.131, -0.102], [0.025, -0.015, 0.013], [0.049, -0.056, -0.047], [-0.242, 0.245, -0.178], [-0.277, -0.018, -0.161], [-0.055, -0.011, -0.015], [0.005, -0.111, -0.107], [0.056, -0.085, 0.001], [0.044, 0.051, 0.095], [-0.040, 0.062, -0.292], [0.442, 0.696, 0.041], [-3.087, -7.191, 1.311], [3.092, 2.715, -0.361], [0.531, 0.488, -0.144], [-0.376, -0.259, -0.138], [-0.098, -0.100, -0.076], [-0.440, 3.365, -0.743], [0.787, -0.652, 0.440], [-0.457, -0.022, -0.195], [-0.015, 0.023, -0.063], [-0.027, 0.030, 0.028], [-0.035, -0.025, -0.040], [0.011, -0.003, 0.051], [-0.032, -0.074, 0.147], [-0.018, -0.024, -0.074], [0.181, -0.102, -0.174], [0.045, 0.161, 0.019], [0.032, -0.004, 0.011], [0.027, 0.021, 0.073], [-0.301, 0.209, -0.137], [-0.044, 0.291, -0.126], [0.002, 0.049, -0.030], [0.067, 0.107, 0.086], [0.082, -0.009, 0.058], [0.066, -0.073, -0.075], [-0.317, 0.081, 0.090], [-0.204, -0.601, -0.391], [4.743, 4.723, 3.692], [-1.774, -3.319, -0.970], [-0.284, -0.608, -0.064], [0.114, 0.381, -0.037], [0.011, 0.190, 0.063], [-2.486, -0.451, -2.309], [0.747, -0.636, 0.518], [-0.164, 0.470, -0.026], [-0.069, 0.019, 0.012], [0.005, 0.013, -0.048], [-0.023, 0.045, 0.032], [0.060, -0.026, -0.036], [0.173, 0.023, -0.025], [-0.076, 0.053, 0.063], [-0.035, -0.058, 0.107], [-0.081, -0.121, -0.111], [0.034, -0.008, 0.022], [0.055, -0.039, -0.053], [-0.242, 0.239, -0.182], [-0.267, -0.024, -0.166], [-0.057, -0.012, -0.019], [0.011, -0.111, -0.107], [0.057, -0.082, 0.002], [0.017, -0.109, -0.047], [-0.121, 0.162, 0.276], [-0.282, -0.653, 0.236], [4.117, 4.769, -4.278], [-0.699, -2.937, 2.441], [-0.034, -0.463, 0.378], [-0.052, 0.292, -0.215], [0.018, 0.162, -0.048], [-3.122, -0.998, 1.246], [1.094, -0.405, -0.088], [-0.376, 0.488, -0.274], [-0.030, 0.035, 0.054], [-0.041, -0.013, -0.026], [-0.001, 0.055, 0.009], [0.015, -0.042, -0.051], [0.066, -0.029, -0.163], [-0.017, 0.094, 0.051], [0.075, 0.002, 0.087], [-0.089, -0.138, 0.071], [0.029, -0.016, -0.004], [0.004, -0.067, -0.034], [-0.379, 0.161, 0.018], [-0.277, -0.046, 0.176], [-0.100, -0.012, 0.050], [-0.231, -0.130, 0.034], [0.111, -0.094, -0.003]], "total_energy_ha": -6290.815242, "charge": 0, "smiles": "CC(=O)OCCCCCCCC[C@]1(N)OS(=O)(=O)O[C@]1(CCCNCc1ccccc1O)P(O)Cl.CCOP(=O)(OCC)OCC.CCOP(=O)(OCC)OCC.CCOP(=O)(OCC)OCC.CCOP(=O)(OCC)OCC", "orbital_gap_ev": 7.9109}